Molecular formula: C6H5N
Method: DFT, ωB97M-V/def2-TZVPD

Values from the calculation:
charge	0
LUMO level	0.81	eV
energy above the lowest of the compared OMol25 structures with the same formula, charge and spin	89.33	kcal/mol
HOMO	-0.2919	Eh
HOMO-LUMO gap	8.76	eV
SMILES string	C#Cc1cc[nH]c1

The geometry in XYZ format:
```
12
Properties=species:S:1:pos:R:3:forces:R:3
C 1.793 -0.311 -0.060 11.84 3.43 0.15
C 3.028 0.167 -0.030 -4.23 -3.81 0.73
N -1.680 -0.545 -0.027 4.70 4.71 -0.74
H 0.161 2.051 -0.248 -0.05 -0.42 0.30
H 4.146 0.081 0.271 -2.65 0.40 -0.75
C -1.630 0.843 -0.001 0.03 -2.49 0.21
C 0.491 -0.173 -0.207 -7.15 0.41 -0.56
C -0.289 1.061 -0.136 1.28 2.07 -0.26
C -0.531 -1.146 -0.236 2.93 -3.88 3.54
H -0.426 -2.299 0.382 -0.24 3.41 -2.77
H -2.624 1.253 0.256 1.29 0.73 -0.59
H -2.439 -0.981 0.034 -7.75 -4.56 0.75
```
Positions in Å, forces in eV/Å.

These are the natural (NBO) partial charges, in e, on atoms 1 to 4: C 0.00; C -0.25; N -0.48; H 0.23

Molecular formula: CH16O7
Method: DFT, ωB97M-V/def2-TZVPD

Values from the calculation:
charge	0
LUMO level	-0.01	eV
energy above the lowest of the compared OMol25 structures with the same formula, charge and spin	19.49	kcal/mol
HOMO	-0.3754	Eh
HOMO-LUMO gap	10.21	eV
SMILES string	CO.O.O.O.O.O.O

The geometry in XYZ format:
```
24
Properties=species:S:1:pos:R:3:forces:R:3
O -1.030 -2.764 -1.571 0.29 0.40 1.13
O 1.063 -0.968 -1.339 1.28 0.24 -0.11
H -2.344 0.660 -0.570 -0.17 -1.60 0.46
O -0.178 2.772 0.260 -0.52 0.20 1.88
H 2.731 -0.179 0.037 -1.54 -0.21 -1.35
H 1.710 -1.316 -1.981 -0.17 0.09 0.75
H -2.240 -0.876 -0.781 0.32 -0.55 -0.61
O -0.638 1.219 -1.902 0.24 0.22 -2.02
O -0.585 0.552 1.896 -1.85 0.73 -2.03
H -0.329 1.391 1.445 0.02 -0.28 0.57
H 1.657 -1.327 0.766 -0.22 0.14 -1.67
H -1.292 0.262 1.220 1.04 -0.21 1.44
H 0.550 -0.174 2.651 1.22 -0.94 0.52
O -2.489 -0.226 -0.131 -0.09 2.08 0.16
H -0.197 2.631 -0.659 -0.21 -0.68 -2.04
C 1.654 -0.558 -0.080 0.21 -0.14 2.92
H 0.928 0.150 0.382 0.89 -0.15 -0.85
H -1.191 -3.229 -0.727 0.01 0.17 -0.68
H 1.305 -0.614 3.965 0.05 -0.04 -0.14
O 1.368 -0.676 3.005 -0.83 0.60 -0.12
H 0.597 3.285 0.417 0.84 0.66 0.35
H -0.330 -2.109 -1.319 -0.43 -0.55 -0.40
H -0.851 1.414 -2.836 -0.79 0.50 0.59
H 0.127 0.679 -2.147 0.40 -0.67 1.25
```
Positions in Å, forces in eV/Å.

These are the natural (NBO) partial charges, in e, on atoms 1 to 4: O -0.98; O -0.78; H 0.49; O -0.96

Molecular formula: C14H21Ca2O12Pt
Method: DFT, ωB97M-V/def2-TZVPD

Values from the calculation:
charge	+4
LUMO level (spin up / spin down)	-13.77 / -16.95	eV
multiplicity	4
HOMO (spin up / spin down)	-0.7114 / -0.7114	Eh
HOMO-LUMO gap (spin up / spin down)	5.59 / 2.40	eV

The geometry in XYZ format:
```
50
Properties=species:S:1:pos:R:3:forces:R:3
H 4.801 3.895 0.748 -0.14 -0.02 -0.22
C -5.652 -2.316 -2.056 0.28 1.79 0.84
C -0.861 -0.985 -0.474 0.98 -4.66 -1.08
C 4.904 2.817 0.629 -0.49 -0.72 0.13
H -3.857 -0.993 -1.802 -0.15 -0.36 0.78
Ca -2.813 1.927 0.577 2.16 0.72 0.65
H 5.918 2.591 0.300 -0.15 -0.03 -0.17
H 3.499 -0.118 2.940 0.37 -0.04 -0.21
H 3.478 -1.195 4.244 -0.18 -0.58 -0.12
Ca 1.224 -3.583 0.856 1.00 0.77 -0.32
H -0.422 -1.465 -2.636 -0.64 -0.33 0.34
C 3.913 2.608 -1.707 -1.37 2.54 0.28
O 4.010 0.827 -0.465 -0.60 -2.57 -0.17
C -0.110 2.218 2.350 -0.94 2.78 -1.19
O -0.311 -2.042 0.018 -0.58 1.34 -0.86
O -0.380 1.073 2.715 -0.49 -3.87 1.67
O -5.104 -3.626 -2.366 2.37 -2.02 -1.41
C -4.041 -3.540 -3.226 -4.40 6.05 1.79
H 3.310 3.509 -1.820 0.57 0.36 -0.50
C 3.339 0.455 -1.621 -1.77 -1.78 2.28
H 0.011 -0.010 -1.938 0.35 0.59 -0.48
H -6.471 -3.014 -0.197 0.19 -0.22 0.15
C -4.516 -1.441 -2.547 -0.76 2.75 0.98
H 1.262 2.719 4.021 -0.26 -0.60 -0.21
C 3.815 2.210 -0.278 2.94 1.14 0.58
H -1.695 -0.125 -2.251 0.06 -0.37 -0.37
H 2.853 2.398 0.198 -0.43 -0.02 -0.40
C 2.272 -1.667 2.482 3.15 0.08 -0.49
C 0.991 2.958 2.993 1.50 0.84 0.26
O -1.537 -0.275 0.312 -1.50 1.78 1.52
H 4.883 2.668 -2.201 0.10 0.00 0.46
H 4.768 2.373 1.615 0.20 0.05 0.16
C -0.823 -0.711 -1.959 0.90 1.20 1.40
O 2.990 -2.273 1.636 -1.39 -0.01 0.97
H -6.732 -1.372 -0.417 0.32 0.40 -0.18
H 0.984 4.048 2.961 -1.03 0.02 -0.21
Pt -1.098 -1.044 2.400 2.33 1.79 -0.38
O -3.749 -4.421 -4.025 0.79 -1.06 -0.10
C -5.955 -2.123 -0.555 -0.51 -1.17 -0.73
O 2.832 -0.703 -1.739 1.78 4.60 -0.40
H 1.855 2.805 2.347 0.37 -0.53 0.04
O -3.716 -2.171 -3.364 2.04 -5.62 -2.12
O 3.125 1.617 -2.287 -0.96 -3.64 -1.84
C 2.818 -0.770 3.488 1.32 1.93 0.33
H -5.058 -1.954 0.042 -0.06 0.04 -0.06
O 1.024 -1.866 2.428 -4.71 -1.07 -0.34
H -4.829 -0.580 -3.137 -0.49 -0.13 -0.16
O -0.778 2.804 1.434 -1.36 -0.75 -0.65
H 2.171 -0.042 3.978 -0.66 -0.65 -0.05
H -6.542 -2.094 -2.645 -0.06 -0.78 -0.16
```
Positions in Å, forces in eV/Å.

These are the natural (NBO) partial charges, in e, on atoms 1 to 4: H 0.24; C 0.06; C 0.86; C -0.63

Molecular formula: C12H14O4
Method: DFT, ωB97M-V/def2-TZVPD

Values from the calculation:
charge	0
LUMO level	0.69	eV
energy above the lowest of the compared OMol25 structures with the same formula, charge and spin	2.93	kcal/mol
HOMO	-0.3212	Eh
HOMO-LUMO gap	9.44	eV
SMILES string	O=C(O)c1ccccc1OC[C@@H]1CCCO1

The geometry in XYZ format:
```
30
Properties=species:S:1:pos:R:3:forces:R:3
H 4.347 -1.949 -1.139 0.05 0.01 -0.03
H 4.493 1.256 -1.692 -0.26 -0.07 0.20
C 3.341 -2.106 -0.784 -0.13 0.12 0.02
C 3.055 0.361 -0.829 0.01 0.66 0.10
C -0.881 -0.170 0.465 -0.39 0.20 0.12
H -2.479 3.394 -0.913 -0.06 -0.07 -0.02
C 0.757 -2.469 0.139 -0.26 0.20 0.08
C -3.051 2.493 -0.648 -0.18 0.35 -0.02
H 3.524 -4.234 -0.682 0.06 -0.07 -0.01
C -1.494 1.227 0.389 0.20 -0.19 0.36
O -2.242 1.350 -0.805 0.08 -0.28 -0.09
H -0.670 1.957 0.389 -0.08 -0.07 0.01
O 0.454 -0.069 0.021 0.17 -0.09 -0.14
H 1.219 -4.548 0.152 -0.04 -0.07 0.02
H -0.245 -2.634 0.502 -0.09 0.03 0.02
C -2.497 1.554 1.510 0.12 -0.09 -0.28
O 4.185 0.346 -1.568 0.39 -0.24 -0.32
H -3.358 3.547 1.236 -0.05 0.02 0.02
H -2.002 1.975 2.381 0.03 -0.05 0.08
C -3.464 2.540 0.838 0.00 -0.03 -0.14
C 1.204 -1.174 -0.122 0.31 -0.08 -0.08
H -4.498 2.227 0.966 -0.02 0.04 0.03
H -3.895 2.395 -1.331 0.06 0.07 0.02
O 2.590 1.398 -0.429 0.06 -0.04 -0.03
H -1.462 -0.838 -0.182 0.03 0.02 0.10
H -3.021 0.646 1.807 0.01 -0.03 0.06
C 2.881 -3.382 -0.526 0.00 -0.16 0.03
C 1.588 -3.555 -0.060 0.14 0.05 -0.05
C 2.526 -0.995 -0.583 -0.18 -0.13 0.06
H -0.906 -0.541 1.498 0.03 0.00 -0.12
```
Positions in Å, forces in eV/Å.

These are the natural (NBO) partial charges, in e, on atoms 1 to 4: H 0.23; H 0.50; C -0.13; C 0.78

Molecular formula: C38H67AlCl5F4GaKN4O4P
Method: DFT, ωB97M-V/def2-TZVPD

Values from the calculation:
charge	0
LUMO level	-5.47	eV
HOMO	-0.2603	Eh
HOMO-LUMO gap	1.61	eV

The geometry in XYZ format:
```
126
Properties=species:S:1:pos:R:3:forces:R:3
H 5.332 -6.353 -1.821 0.04 0.01 -0.13
C -3.521 -0.386 0.857 -1.11 -0.05 -0.56
H 6.001 0.337 -11.052 0.18 0.32 0.08
C -5.139 1.411 13.227 -0.26 -0.03 0.00
H -1.741 1.022 -7.427 1.34 -1.87 -0.08
C 2.179 5.935 -5.025 0.08 0.10 0.17
C 3.461 4.046 -10.649 -3.14 5.49 -2.45
F 2.526 -3.212 -5.664 2.88 -0.98 2.61
H 4.170 -5.166 -2.388 0.04 -0.16 -0.01
H 0.899 5.140 -1.522 0.06 0.05 -0.07
H -5.136 1.674 12.166 -0.04 0.17 0.11
C -3.089 -1.393 -0.381 1.28 0.77 0.04
H -1.882 3.133 13.657 -0.06 0.26 -0.21
H -4.371 -1.114 -3.869 0.65 0.20 0.06
H -2.466 -1.966 9.917 0.18 0.03 0.06
C -2.306 -1.498 -2.979 -0.45 1.20 1.52
H -1.156 -1.682 2.181 0.06 0.59 0.28
C 0.590 1.580 -8.741 -0.45 -0.84 0.84
H 2.601 7.353 -12.409 -0.08 -2.78 1.19
Ga -2.434 -0.809 2.593 -1.24 -1.80 -1.06
H -2.668 0.475 -1.685 0.81 -2.07 0.01
H -0.153 -4.520 10.887 -0.19 0.29 -0.05
Cl 5.545 2.631 -10.758 2.40 -1.71 -0.89
H 0.760 -4.458 13.266 -0.06 0.07 -0.04
F 2.981 -3.740 -3.597 0.38 0.03 -0.50
C 1.284 5.391 -2.507 -0.45 -0.50 -0.56
H -2.198 -3.680 10.039 0.26 0.12 0.07
O 5.641 -5.017 -4.898 -1.36 0.18 -0.22
C 0.383 0.096 -8.002 -0.43 0.13 -1.10
C 3.308 -4.011 -4.883 -2.16 -0.80 0.16
H -0.702 -0.010 -5.173 -8.08 -1.77 -1.68
C 1.054 2.741 -11.081 -0.68 -0.52 0.24
H 0.534 -0.776 -8.789 -0.12 1.82 1.90
C 4.910 -5.895 -2.721 -0.39 0.13 0.28
H 4.389 -6.664 -3.300 0.18 0.05 0.06
H 1.159 -3.437 11.193 -0.13 0.14 -0.01
H 0.755 2.341 -12.166 1.07 0.86 2.29
H 1.042 2.290 -7.918 -0.80 -1.04 -1.80
H -2.824 -1.937 12.492 -0.07 -0.17 -0.05
H 4.910 6.064 -10.842 -2.35 -1.16 -0.60
H 0.396 5.216 -12.417 2.39 -0.92 1.37
H -4.036 -2.747 11.503 0.11 0.02 0.04
H -3.360 1.083 5.424 2.53 -0.51 2.24
H -0.987 -4.325 13.152 0.06 0.16 0.06
H 1.168 -0.085 -7.146 -1.34 0.20 -3.54
C -2.675 -2.129 5.360 4.60 2.66 7.11
H -2.765 -2.547 -2.718 1.07 1.98 -0.70
K 0.816 0.023 -5.248 8.65 0.42 1.94
C 1.084 -0.745 11.327 0.06 -0.10 0.02
C -0.053 -3.815 12.911 -0.01 -0.25 0.28
H 1.305 0.456 -10.597 0.48 2.36 0.92
N -2.689 1.255 13.383 -0.55 -0.34 0.10
H -4.538 -1.383 4.169 1.67 -1.73 -0.07
C -3.275 -0.657 -3.998 2.85 0.36 -1.20
O 5.387 -2.744 -4.749 -1.76 -0.84 -0.87
Cl 7.855 1.405 -12.040 -0.16 -0.07 0.09
H -3.446 0.116 -6.136 1.11 -2.03 1.23
C 4.839 -3.853 -5.237 3.12 0.45 1.56
C -2.904 -0.796 -5.589 -0.53 0.93 -0.61
O -2.346 1.130 5.404 -0.88 1.08 -2.16
C -2.988 -2.783 11.820 -0.13 -0.03 0.11
H -4.669 -0.594 1.071 2.18 0.68 -0.42
H 1.692 -1.366 11.992 -0.03 0.05 -0.10
Cl -2.892 2.828 2.815 -0.27 0.12 0.41
H -3.385 -1.767 -6.090 1.30 2.00 1.27
H 6.849 -5.933 -3.574 -0.07 0.18 -0.25
H -2.861 -3.709 12.384 0.00 0.12 0.03
H 1.194 0.293 11.661 -0.04 -0.12 -0.02
Cl -5.660 -0.375 -4.620 -1.78 0.13 -0.26
H 2.635 1.534 -9.761 -2.09 0.09 -0.92
H -3.385 0.489 -3.743 0.51 -2.52 -0.29
H -0.514 1.955 -8.969 2.49 -0.66 0.22
N -0.655 -2.480 10.814 -0.13 0.03 -0.24
H 4.057 3.203 -10.075 -3.12 2.68 -0.72
H -3.383 0.753 0.613 -0.45 -2.15 0.04
O -3.934 -0.508 14.003 -0.08 0.68 -0.19
C 1.184 5.005 -4.771 -0.31 -0.22 0.84
H -1.816 2.502 11.992 -0.06 0.33 -0.03
C -1.173 -0.011 -7.454 -0.29 -0.50 0.48
Cl 7.342 0.940 -9.210 -0.12 -0.03 -0.16
H -1.810 -0.708 -8.175 1.49 1.45 1.56
H 1.492 -0.815 10.313 -0.07 -0.06 0.14
H -1.112 -0.525 -1.252 -2.08 -0.05 -0.43
C -2.435 2.587 12.888 0.47 -0.20 0.10
C -2.081 -2.740 10.594 -0.06 0.03 -0.19
C 1.513 1.511 -10.095 -0.89 -0.15 0.60
H -5.202 2.311 13.844 -0.03 0.04 -0.20
N 2.047 3.888 -11.164 -0.09 2.84 -1.42
C -1.913 -1.902 6.532 -4.97 -0.72 -7.89
C 3.876 5.571 -11.089 -3.64 -2.43 -0.60
C 2.281 6.341 -2.661 0.06 0.03 -0.29
H -4.004 -1.890 -0.913 1.67 0.82 1.28
C -3.539 -1.983 3.952 0.42 -0.62 2.11
H -1.197 -1.622 -3.330 -2.14 0.07 0.09
C -2.236 -0.607 -1.566 -0.15 -0.90 0.45
H -1.898 0.674 13.635 -0.18 0.16 -0.07
C 1.455 5.091 -11.920 5.75 2.37 1.37
H -1.235 -1.530 7.441 -1.89 -1.37 -2.56
H 2.694 6.855 -1.800 -0.06 -0.07 -0.07
H -0.850 -1.746 -5.924 -0.53 2.19 -0.09
P -1.820 1.201 3.712 0.69 -0.07 1.92
H 2.512 6.125 -6.039 -0.05 -0.03 0.08
H -6.017 0.791 13.427 0.32 0.04 0.00
H -3.352 3.125 12.648 0.11 -0.18 0.07
C 0.095 -3.587 11.410 0.33 0.16 -0.14
C -0.388 -1.146 11.360 0.17 -0.26 -0.15
Al -4.506 1.211 4.185 -1.19 -0.13 -2.16
H 4.812 -3.943 -6.334 -0.15 0.32 -0.40
H 0.716 4.450 -5.579 0.04 0.09 -0.02
C 2.735 6.615 -3.947 0.00 0.00 0.02
H -0.756 -1.046 12.387 -0.06 0.07 0.16
C 2.616 6.268 -11.932 -0.12 -5.57 2.37
C -1.307 -0.653 -5.944 -2.55 -1.08 -0.34
H -0.931 -0.404 10.760 -0.17 -0.28 0.01
H 6.382 -4.331 -3.049 -0.21 0.12 -0.25
C 6.004 -5.235 -3.538 0.42 -0.36 0.12
F 1.514 -2.689 -7.158 -2.06 1.50 -2.04
H -3.746 -3.068 3.528 0.20 2.38 0.93
F 2.881 -5.284 -5.129 0.68 0.88 0.27
H 0.046 3.219 -10.656 2.25 -1.13 -0.82
H -0.004 -2.886 13.486 -0.04 -0.05 -0.07
H -2.324 -2.184 0.080 -1.94 1.29 -1.22
N 0.724 4.716 -3.533 0.73 0.56 -0.18
H 3.517 7.352 -4.107 -0.10 -0.09 0.01
C 6.605 1.212 -10.799 0.47 -0.17 0.05
C -3.893 0.640 13.569 0.36 -0.87 0.38
```
Positions in Å, forces in eV/Å.

These are the Mulliken partial charges, in e, on atoms 1 to 4: H 0.40; C -0.52; H 0.28; C -1.39

Molecular formula: C6H10N2O3
Method: DFT, ωB97M-V/def2-TZVPD

Values from the calculation:
charge	-2
LUMO level	6.18	eV
energy above the lowest of the compared OMol25 structures with the same formula, charge and spin	32.68	kcal/mol
HOMO	-0.0266	Eh
HOMO-LUMO gap	6.91	eV

The geometry in XYZ format:
```
21
Properties=species:S:1:pos:R:3:forces:R:3
C 0.207 0.977 1.665 3.13 -0.11 0.83
H -1.678 1.306 0.699 0.69 -0.08 -0.26
H -0.268 -1.575 -2.999 0.58 -0.59 0.57
O 2.672 -1.806 4.620 -1.68 0.96 -1.84
H 0.551 0.759 -1.010 -1.75 -1.18 0.93
H 0.718 -0.149 2.204 -0.32 1.36 0.01
H -0.108 -1.004 -0.678 -0.82 2.34 -0.25
H 1.114 1.374 1.008 -1.30 -0.63 1.39
C -0.473 0.167 -0.714 2.79 -0.57 -0.59
C 0.054 1.307 3.047 -1.07 -1.04 -1.63
O -2.272 0.445 -3.721 -1.48 0.65 -2.24
H 0.740 -0.159 -3.439 0.25 -0.16 0.56
C -0.868 0.543 0.745 -3.00 -1.15 -0.43
C -1.349 0.191 -2.940 -0.78 -0.46 -0.51
C -0.233 -0.645 -3.536 1.16 -0.24 -0.33
H -1.473 -0.333 1.199 1.11 1.08 -0.58
N 1.840 -1.121 3.934 0.96 -1.23 -0.37
O 1.583 -1.514 2.725 0.71 0.42 2.11
H -0.240 -0.957 -4.603 -0.92 0.72 0.45
N -1.478 0.509 -1.693 0.93 -0.33 2.31
H 0.961 1.687 3.489 0.80 0.23 -0.13
```
Positions in Å, forces in eV/Å.

These are the natural (NBO) partial charges, in e, on atoms 1 to 4: C -0.55; H 0.21; H 0.20; O -0.56

Molecular formula: C4H8F3NO
Method: DFT, ωB97M-V/def2-TZVPD

Values from the calculation:
charge	0
LUMO level	0.80	eV
energy above the lowest of the compared OMol25 structures with the same formula, charge and spin	42.58	kcal/mol
HOMO	-0.3484	Eh
HOMO-LUMO gap	10.28	eV
SMILES string	CN[C@](C)(O)C(F)(F)F

The geometry in XYZ format:
```
17
Properties=species:S:1:pos:R:3:forces:R:3
H -0.394 -2.004 0.847 -2.47 2.22 -0.51
C -1.379 1.158 -1.134 0.34 -0.55 0.27
C 0.911 -0.891 -1.000 0.05 1.91 2.14
C 0.964 -0.009 1.585 1.57 -2.75 -2.69
O -0.988 -1.151 0.645 1.19 -4.07 1.70
F 2.096 0.553 1.084 -0.51 -0.02 0.78
H -0.900 1.493 0.925 0.12 -0.39 -1.10
H 0.068 -1.052 -1.689 0.59 -0.70 0.24
H 1.626 -1.775 -0.725 -1.72 1.58 -0.58
C -0.017 -0.242 0.415 2.79 0.65 -3.44
H -1.912 0.195 -1.256 0.28 0.46 -0.49
H -2.183 1.900 -0.972 0.75 -0.11 -0.15
F 1.327 -1.257 2.069 0.01 0.49 -0.17
H -0.723 1.416 -2.025 -1.07 -0.30 0.98
F 0.532 0.648 2.585 -0.88 1.66 1.76
H 1.499 -0.014 -1.427 -0.50 -1.26 0.68
N -0.527 1.031 0.073 -0.51 1.18 0.58
```
Positions in Å, forces in eV/Å.

These are the natural (NBO) partial charges, in e, on atoms 1 to 4: H 0.49; C -0.42; C -0.68; C 0.94

Molecular formula: C4H10N2O
Method: DFT, ωB97M-V/def2-TZVPD

Values from the calculation:
charge	0
LUMO level	-2.75	eV
energy above the lowest of the compared OMol25 structures with the same formula, charge and spin	164.01	kcal/mol
HOMO	-0.2695	Eh
HOMO-LUMO gap	4.59	eV

The geometry in XYZ format:
```
17
Properties=species:S:1:pos:R:3:forces:R:3
H 2.574 -0.128 2.383 0.05 -0.41 0.05
C 0.034 -0.214 0.775 -3.72 0.12 -1.90
N -0.130 0.154 -0.513 -0.41 -2.04 1.10
N 2.513 -0.528 1.446 -1.90 1.29 -0.81
H 1.058 -1.399 -1.110 -0.02 -0.32 -0.07
H -0.711 -1.699 -1.386 -0.01 0.02 0.06
C -1.407 0.887 -0.952 -0.40 3.17 0.25
C 0.103 -0.979 -1.417 1.13 0.79 -0.41
H 1.221 -0.314 1.175 4.03 -0.71 0.74
H 0.193 -0.567 -2.417 -0.10 -0.24 -0.15
H -2.696 2.402 -0.120 -0.18 0.15 -0.27
H 2.643 -1.534 1.464 -0.31 -0.14 0.39
H -0.937 2.330 0.506 -0.33 -0.09 0.30
C -1.726 1.949 -0.131 0.95 -0.48 0.03
H -0.561 0.407 1.420 0.51 0.39 0.59
H -0.298 -1.249 0.870 1.05 -0.38 0.60
O -1.873 0.480 -1.993 -0.34 -1.13 -0.48
```
Positions in Å, forces in eV/Å.

These are the natural (NBO) partial charges, in e, on atoms 1 to 4: H 0.35; C -0.25; N -0.23; N -0.89